Entry 1:
Molecular formula: C13H28MnN4O7
Method: DFT, ωB97M-V/def2-TZVPD

Calculated values
Lowest unoccupied orbital energy (alpha / beta), eV: -6.38 / -6.08
Energy, eV: -65530.04863
Orbital gap (alpha / beta), eV: 3.23 / 3.54
Net charge: +1
Multiplicity: 5

```
53
Properties=species:S:1:pos:R:3:mulliken_spin:R:1
O -0.088 -1.999 -4.783 0.01
H -0.962 -1.736 -4.416 0.00
Mn -0.465 0.144 -0.633 3.52
N 1.042 -0.932 -1.100 0.03
N -0.998 -1.621 -0.061 0.08
N 0.275 1.954 -0.600 -0.09
N -1.672 1.122 0.694 -0.03
O 2.201 -0.439 -1.149 0.39
O 1.392 2.428 -1.271 0.01
O -2.733 0.622 1.387 0.01
O -2.038 -1.862 0.688 0.31
C -0.396 -2.687 -0.693 -0.12
C 0.814 -2.280 -1.305 0.09
C -0.313 2.907 0.147 0.06
C -1.461 2.433 0.883 0.00
C 1.788 -3.091 -2.067 0.01
H 1.939 -2.633 -3.062 0.00
H 1.373 -4.105 -2.182 0.00
H 2.747 -3.147 -1.520 0.00
C -1.006 -4.035 -0.765 0.00
H -1.998 -3.958 -1.254 -0.01
H -1.141 -4.459 0.248 -0.01
H -0.347 -4.693 -1.366 0.00
C 0.183 4.301 0.283 0.00
C -2.217 3.324 1.805 0.00
H 0.842 4.553 -0.556 0.00
H 0.733 4.471 1.228 0.00
H -0.673 4.997 0.310 0.00
H -2.793 2.719 2.520 0.00
H -2.909 3.960 1.224 0.00
H -1.546 4.013 2.354 0.00
H 1.702 1.667 -1.823 0.00
H -2.632 -0.369 1.191 0.00
C -1.837 0.317 -1.888 -0.37
H -1.538 -0.050 -2.911 0.05
H -1.969 1.408 -1.747 0.02
H -2.656 -0.260 -1.435 0.02
O 1.829 0.989 -4.428 0.00
H 1.549 0.163 -4.884 0.00
H 1.042 1.215 -3.927 0.00
C 1.375 0.145 3.749 0.00
C 1.285 -1.345 3.365 0.00
C 1.491 -1.252 1.852 0.01
O 0.852 -0.016 1.445 0.02
C 0.540 0.756 2.626 0.00
H 1.038 0.420 4.765 0.00
H 2.411 0.495 3.595 0.00
H 0.240 -1.680 3.504 0.00
H 1.959 -2.054 3.878 0.00
H 2.542 -1.243 1.545 0.00
H 1.037 -2.075 1.298 -0.01
H -0.534 0.690 2.838 0.00
H 0.704 1.809 2.409 0.00
```

Entry 2:
Molecular formula: C13H29BiClIN2OP2
Method: DFT, ωB97M-V/def2-TZVPD

Calculated values
Lowest unoccupied orbital energy (alpha / beta), eV: -9.14 / -9.98
Energy, eV: -64003.37380
ΔE to the lowest compared entry with this formula, charge and spin, kcal per mole: 69.2
Orbital gap (alpha / beta), eV: 4.26 / 3.42
Net charge: +2

```
50
Properties=species:S:1:pos:R:3:nbo_charge:R:1
C 0.023 1.516 -3.724 -0.78
C 0.009 1.466 -2.249 0.53
H 0.037 2.579 -4.066 0.30
H -0.878 1.023 -4.134 0.28
H 0.901 0.982 -4.134 0.29
O 0.010 2.296 -1.380 -0.35
I -0.254 -3.508 -2.826 -0.01
Bi -0.057 -0.963 -1.567 1.04
P 2.618 -0.103 -1.159 0.94
C 3.241 1.399 -0.310 -0.92
C 3.351 -1.512 -0.248 -0.95
H 4.422 -1.606 -0.481 0.27
H 4.586 -0.152 -2.549 0.28
H 2.837 -2.446 -0.520 0.26
H 3.171 -0.795 -3.454 0.26
H 2.745 1.522 0.668 0.25
H 3.227 -1.356 0.836 0.27
C 3.513 -0.009 -2.762 -0.95
H 4.329 1.303 -0.165 0.28
H 3.367 0.973 -3.243 0.26
H 3.035 2.295 -0.918 0.26
P -2.760 -0.140 -1.515 0.97
C -3.327 1.167 -0.376 -0.95
C -3.570 0.287 -3.104 -0.95
H -3.409 -2.500 -1.415 0.26
H -4.662 -1.407 -0.707 0.27
H -3.155 -1.795 0.208 0.28
C -3.582 -1.609 -0.795 -0.95
H -3.300 -0.455 -3.871 0.26
H -4.670 0.327 -3.016 0.29
H -4.395 1.010 -0.173 0.27
H -3.184 2.154 -0.828 0.26
H -3.211 1.280 -3.424 0.25
H -2.749 1.117 0.559 0.28
Cl -0.171 -2.092 0.766 -0.36
C 2.359 -0.616 4.695 -0.65
C 1.144 -0.213 3.982 0.18
C -0.183 -0.499 4.272 -0.34
C -0.946 0.124 3.256 0.15
N -0.130 0.760 2.387 -0.34
N 1.123 0.540 2.857 -0.34
C -2.414 0.037 3.139 -0.64
H 2.489 -0.006 5.601 0.25
H 2.228 -1.660 5.007 0.25
H 3.260 -0.547 4.072 0.21
H -0.548 -1.105 5.084 0.24
H 1.937 0.899 2.359 0.39
H -2.809 -0.553 3.978 0.25
H -2.855 1.042 3.181 0.24
H -2.740 -0.452 2.206 0.19
```